[1]
{"formula": "C6H8ClF", "method": "ωB97M-V/def2-TZVPD", "multiplicity": 1, "orbital_gap_ev": 10.44, "homo_ev": -9.47, "total_charge": 0, "relative_energy_kcal_mol": 77.2, "species": ["C", "C", "C", "C", "C", "C", "H", "H", "H", "H", "H", "H", "H", "H", "F", "Cl"], "xyz": [[-0.930, 0.143, -0.534], [0.632, 0.272, -0.131], [0.943, 0.814, 1.147], [1.196, 1.714, -0.120], [1.421, -0.836, -0.802], [2.200, -1.536, 0.010], [-1.051, -0.214, -1.672], [0.176, 1.078, 1.770], [1.942, 0.752, 1.823], [2.103, 1.524, -0.594], [0.621, 2.559, -0.300], [1.121, -1.093, -1.917], [2.510, -0.905, 1.033], [2.760, -2.477, -0.017], [-1.363, 1.381, -0.388], [-1.805, -1.005, 0.350]], "atomic_forces_ev_per_a": [[3.7, -0.6, -3.0], [-1.7, -1.1, -3.2], [5.1, 1.9, 1.1], [-1.1, -3.3, 1.4], [-1.1, -0.6, -1.0], [2.0, 1.5, 2.9], [0.5, 1.1, 2.4], [-2.1, 0.8, 1.2], [-2.4, -0.8, -1.9], [1.9, 0.9, -0.2], [-0.9, 1.2, -0.4], [0.7, 0.3, 2.5], [-1.2, -2.2, -2.5], [-0.4, 0.5, -0.9], [-2.0, 1.5, 0.2], [-1.0, -1.0, 1.3]]}

***

[2]
{"formula": "C5H9NO", "method": "ωB97M-V/def2-TZVPD", "multiplicity": 1, "orbital_gap_ev": 8.69, "homo_ev": -8.05, "total_charge": 0, "relative_energy_kcal_mol": 68.3, "species": ["C", "C", "N", "C", "C", "C", "O", "H", "H", "H", "H", "H", "H", "H", "H", "H"], "xyz": [[-1.771, 1.018, 0.723], [1.998, -1.096, 0.347], [-0.420, -1.076, -0.192], [-1.293, 0.359, -0.563], [0.759, -0.536, -0.265], [0.531, 0.790, -0.803], [-2.017, 0.268, -1.541], [-0.609, -2.066, -0.055], [-0.980, 1.136, 1.464], [-2.157, 2.006, 0.472], [-2.584, 0.430, 1.157], [1.845, -2.091, 0.768], [2.797, -1.137, -0.397], [2.336, -0.426, 1.144], [1.106, 1.609, -0.371], [0.461, 0.811, -1.886]], "atomic_forces_ev_per_a": [[0.1, -0.4, 0.3], [0.2, -0.2, -0.4], [0.5, 0.4, 0.1], [0.4, 0.4, -0.8], [-0.7, -0.2, 0.7], [-1.0, -0.2, 0.1], [0.3, 0.2, 0.3], [0.1, 0.1, 0.2], [0.0, -0.1, 0.0], [0.0, -0.1, -0.1], [0.0, 0.1, -0.1], [0.0, 0.1, 0.0], [0.0, 0.0, 0.1], [-0.1, 0.0, -0.1], [-0.1, 0.0, -0.1], [0.2, 0.0, 0.0]]}

***

[3]
{"formula": "C25H32ClFeN6O5S3", "method": "ωB97M-V/def2-TZVPD", "multiplicity": 2, "orbital_gap_ev": [7.48, 8.06], "homo_ev": [-14.49, -14.50], "total_charge": 2, "species": ["Fe", "O", "C", "O", "C", "C", "Cl", "N", "N", "C", "C", "O", "O", "C", "C", "C", "C", "C", "C", "H", "H", "H", "H", "H", "H", "C", "N", "C", "S", "N", "C", "H", "H", "H", "H", "H", "H", "H", "H", "C", "C", "C", "C", "C", "C", "C", "S", "C", "O", "H", "H", "H", "H", "H", "H", "H", "H", "H", "H", "C", "N", "C", "S", "N", "C", "H", "H", "H", "H", "H", "H", "H", "H"], "xyz": [[-0.195, -1.518, -0.864], [-5.574, -2.485, -2.307], [-5.450, -1.261, -1.816], [-6.391, -0.583, -1.517], [-4.056, -0.732, -1.630], [-3.730, 0.580, -1.297], [-4.740, 1.905, -1.050], [-2.383, 0.671, -1.143], [-1.831, -0.535, -1.340], [-2.814, -1.371, -1.641], [-2.344, -2.756, -1.942], [-3.038, -3.645, -2.363], [-1.042, -2.883, -1.716], [-1.587, 1.839, -0.893], [-1.728, 2.941, -1.723], [-0.957, 4.068, -1.481], [-0.052, 4.086, -0.427], [0.092, 2.967, 0.381], [-0.675, 1.835, 0.150], [-4.719, -2.946, -2.446], [-2.419, 2.921, -2.554], [-1.069, 4.933, -2.119], [0.531, 4.977, -0.234], [0.779, 2.980, 1.220], [-0.576, 0.969, 0.791], [5.360, -3.227, -1.165], [4.112, -2.817, -0.532], [2.908, -2.929, -1.094], [1.576, -2.562, -0.013], [2.822, -3.386, -2.323], [1.617, -3.737, -3.074], [6.181, -2.955, -0.509], [5.501, -2.705, -2.113], [5.386, -4.306, -1.325], [4.131, -2.553, 0.439], [3.698, -3.563, -2.794], [0.875, -4.165, -2.409], [1.900, -4.486, -3.808], [1.211, -2.867, -3.587], [-1.474, 3.273, 5.335], [-1.643, 2.094, 4.423], [-2.815, 1.917, 3.694], [-2.979, 0.820, 2.862], [-1.959, -0.116, 2.781], [-0.774, 0.031, 3.496], [-0.626, 1.138, 4.308], [-2.202, -1.470, 1.682], [-2.220, -2.856, 2.802], [-0.856, -1.672, 0.943], [-2.184, 4.063, 5.099], [-0.465, 3.681, 5.271], [-1.639, 2.975, 6.372], [-3.609, 2.649, 3.771], [-3.889, 0.698, 2.286], [0.014, -0.709, 3.418], [0.282, 1.260, 4.885], [-1.261, -2.902, 3.317], [-2.402, -3.758, 2.221], [-3.035, -2.689, 3.507], [3.555, 2.817, -2.258], [2.636, 1.701, -2.500], [2.225, 0.733, -1.692], [0.848, -0.131, -2.333], [2.747, 0.475, -0.506], [3.929, 1.037, 0.148], [3.275, 3.612, -2.944], [4.590, 2.541, -2.450], [3.442, 3.197, -1.248], [2.182, 1.701, -3.401], [2.291, -0.277, -0.006], [4.725, 1.220, -0.566], [4.282, 0.295, 0.860], [3.699, 1.953, 0.690]], "atomic_forces_ev_per_a": [[0.2, 0.5, 0.3], [0.1, 0.0, 0.0], [0.0, 0.0, 0.0], [0.0, 0.0, 0.0], [0.1, 0.1, 0.1], [-0.1, -0.1, 0.0], [0.1, 0.0, 0.0], [-0.1, 0.1, 0.2], [-0.4, -0.2, -0.2], [-0.1, -0.2, -0.2], [0.4, 0.0, 0.0], [-0.2, 0.2, 0.0], [-0.2, 0.1, -0.1], [0.1, 0.1, 0.0], [0.0, 0.0, 0.0], [0.0, 0.0, 0.0], [0.0, 0.0, 0.0], [0.0, 0.0, 0.0], [-0.1, 0.0, 0.1], [-0.1, 0.0, 0.0], [0.0, 0.0, 0.0], [0.0, 0.0, 0.0], [0.0, 0.0, 0.0], [0.0, 0.0, 0.0], [0.0, 0.0, 0.0], [0.0, 0.0, 0.0], [0.1, 0.1, -0.1], [0.0, 0.0, 0.2], [0.2, -0.4, 0.1], [0.0, 0.1, -0.1], [0.0, 0.0, 0.0], [0.0, 0.0, 0.0], [0.0, 0.0, 0.0], [0.0, 0.0, 0.0], [0.0, 0.0, 0.0], [0.0, 0.0, 0.0], [-0.1, 0.1, 0.0], [0.0, 0.0, 0.0], [0.0, 0.0, 0.0], [0.0, 0.0, 0.0], [0.0, 0.0, 0.0], [0.0, 0.0, 0.0], [0.0, 0.0, 0.0], [0.1, 0.0, -0.1], [0.0, 0.0, 0.1], [0.0, 0.0, 0.0], [-0.4, -0.1, -0.1], [0.0, 0.0, 0.0], [0.4, 0.0, 0.2], [0.0, 0.0, 0.0], [0.0, 0.0, 0.0], [0.0, 0.0, 0.0], [0.0, 0.0, 0.0], [0.0, 0.0, 0.0], [0.0, 0.0, 0.0], [0.0, 0.0, 0.0], [0.0, 0.0, 0.0], [0.0, 0.0, 0.0], [0.0, 0.0, 0.0], [0.0, 0.0, 0.0], [0.1, -0.1, -0.1], [0.0, 0.1, 0.0], [-0.1, -0.2, -0.3], [-0.1, 0.0, 0.1], [0.0, 0.0, -0.1], [0.0, 0.0, 0.0], [0.0, 0.0, 0.0], [0.0, 0.0, 0.0], [-0.1, 0.0, 0.0], [0.0, -0.1, 0.0], [0.0, 0.0, 0.0], [0.0, 0.0, 0.0], [0.0, 0.0, 0.0]]}

***

| no. | E_tot (Eh) |
| --- | --- |
| 1 | -793.3429 |
| 2 | -325.8287 |
| 3 | -4594.6094 |